Entry from the Open Molecules 2025 dataset: a molecular structure, C34H37BIrN3O6 at a distorted geometry (the ωB97M-V functional and the def2-TZVPD basis).

Cartesian coordinates (Å):
Ir 0.245736 0.061254 0.280457
C -0.165011 -4.934617 -3.010883
C -0.437643 -4.664022 -1.523376
C 0.855077 -4.225959 -0.823372
C -1.708873 -3.834563 -1.292063
C -2.892028 -4.521029 -1.562990
C -4.124111 -4.008163 -1.222326
C -4.168958 -2.856989 -0.453105
C -3.024076 -2.145392 -0.134540
C -3.184661 -0.985888 0.813871
C -2.363957 -1.221123 2.080695
C -2.903761 0.365681 0.196912
C -1.799386 -2.550930 -0.709546
N -0.671712 -1.679690 -0.818948
C -0.015285 -1.687464 -1.948987
C 1.202541 -1.070557 -2.074103
C 2.116263 -1.040787 -3.127184
C 3.222456 -0.338171 -2.667945
C 2.961693 0.068954 -1.346504
N 1.744934 -0.406360 -1.004419
C 3.817829 0.977245 -0.495537
C 3.321603 2.411167 -0.771991
C 3.657809 0.671042 0.995787
C 5.289360 0.846455 -0.887980
H 0.632413 -5.673274 -3.102014
H 0.166521 -4.032253 -3.528529
H -1.046380 -5.319714 -3.521706
H -0.694728 -5.632123 -1.086005
H 1.430854 -3.524055 -1.424036
H 1.476315 -5.108483 -0.672138
H 0.668860 -3.771445 0.150901
H -2.829987 -5.498148 -2.026538
H -5.036267 -4.526171 -1.484731
H -5.125480 -2.501338 -0.090348
H -4.235831 -0.980538 1.110851
H -1.301982 -1.336109 1.830598
H -2.680280 -2.130680 2.590570
H -2.477777 -0.384325 2.774419
H -1.818625 0.482578 0.048135
H -3.232319 1.162477 0.865295
H -3.388687 0.490301 -0.770094
H -0.430725 -2.198145 -2.811212
H 1.966400 -1.495276 -4.093841
H 4.136217 -0.143406 -3.202120
H 2.270414 2.504906 -0.504681
H 3.440889 2.667064 -1.825385
H 3.897888 3.121478 -0.177127
H 2.613745 0.753423 1.302603
H 4.233564 1.387282 1.581873
H 4.010134 -0.334124 1.233345
H 5.455334 1.151443 -1.920974
H 5.624801 -0.185169 -0.771039
H 5.899505 1.481140 -0.245632
O -0.324007 1.435275 -1.437117
C -0.329553 2.469745 -0.723433
O 0.089325 2.393541 0.464969
C -0.900151 3.730225 -1.255174
C -1.199685 3.829013 -2.611060
C -1.878887 4.936559 -3.082630
C -2.245286 5.923520 -2.184609
C -1.903338 5.869609 -0.846192
C -1.223149 4.759954 -0.377299
N -3.061103 7.056457 -2.667373
O -3.388581 7.046777 -3.832861
O -3.357809 7.910009 -1.861952
H -0.910663 3.030264 -3.279719
H -2.145300 5.041386 -4.123882
H -2.185005 6.681066 -0.191588
H -0.955563 4.673431 0.666693
O 0.274412 1.140752 3.210756
B 0.526152 0.105822 2.363419
O 0.976143 -1.006674 3.030109
C 0.998615 -0.648601 4.366440
C 1.343702 -1.399248 5.466253
C 1.248296 -0.765937 6.700205
C 0.826050 0.557428 6.808374
C 0.473738 1.303883 5.689910
C 0.572126 0.664449 4.476299
H 1.663820 -2.426734 5.363321
H 1.513186 -1.309389 7.596397
H 0.769337 1.012900 7.787217
H 0.132581 2.327079 5.762141

Force components x, y, z for each atom (eV/Å):
Ir -1.402 0.652 -2.961
C 0.040 -0.039 0.154
C 0.140 0.165 -0.270
C -0.155 -0.063 0.066
C 0.295 -0.092 0.197
C -0.091 0.040 0.015
C 0.049 -0.010 0.051
C -0.066 -0.104 0.037
C 0.006 0.159 -0.425
C 0.032 -0.047 0.139
C -0.251 0.198 0.029
C -0.255 0.060 0.446
C -0.422 -0.241 0.192
N 1.007 1.173 1.267
C -0.602 -0.355 -0.212
C 0.540 0.115 -0.744
C -0.098 0.096 0.032
C 0.029 -0.011 0.295
C 0.438 0.195 -0.197
N -0.430 0.475 1.917
C -0.331 0.151 0.026
C 0.155 -0.069 0.000
C 0.118 -0.109 -0.109
C -0.103 -0.127 -0.025
H -0.005 0.002 -0.055
H 0.001 -0.033 -0.041
H 0.008 0.013 -0.026
H -0.080 0.033 0.027
H 0.075 -0.047 0.045
H 0.045 0.030 0.000
H 0.006 -0.061 0.032
H 0.031 0.013 -0.022
H 0.016 -0.040 0.025
H 0.035 0.013 0.069
H -0.011 -0.010 -0.004
H -0.053 -0.108 0.043
H 0.090 -0.036 -0.002
H 0.056 -0.008 0.013
H 0.008 0.217 -0.096
H 0.108 0.062 -0.026
H 0.190 0.032 -0.093
H -0.092 -0.077 0.115
H 0.056 -0.015 0.001
H -0.008 -0.009 -0.014
H 0.048 0.097 0.039
H -0.005 -0.002 -0.004
H -0.025 0.015 0.009
H 0.064 0.084 0.061
H -0.003 0.002 0.005
H -0.048 -0.012 0.029
H 0.038 0.023 0.014
H 0.064 0.020 -0.011
H -0.013 0.023 -0.009
O -0.041 -0.755 -0.086
C -0.183 0.449 -0.321
O 0.552 -1.489 0.761
C 0.017 0.010 0.071
C 0.013 -0.059 0.053
C -0.061 0.075 -0.138
C 0.159 -0.278 0.109
C -0.070 0.156 0.070
C 0.070 -0.051 -0.008
N -0.005 0.119 -0.043
O 0.016 -0.033 -0.093
O 0.016 0.041 0.090
H -0.059 -0.005 -0.020
H -0.007 -0.021 0.003
H -0.026 -0.018 0.005
H -0.036 0.018 0.011
O -0.268 0.663 -0.461
B 0.553 -0.796 0.198
O 0.167 -0.416 -0.312
C -0.128 0.301 0.140
C 0.030 -0.173 -0.168
C 0.021 0.090 0.004
C 0.028 -0.073 0.041
C -0.088 0.164 -0.119
C 0.076 -0.358 0.123
H 0.018 0.006 0.044
H -0.008 -0.020 -0.009
H -0.011 0.016 -0.009
H 0.020 0.001 0.017

Output
energy relative to the best compared isomer or geometry (same formula, charge and spin)	4.009	eV
frontier orbital gap (spin up / spin down)	5.68 / 5.16	eV
multiplicity	2
highest occupied orbital energy (spin up / spin down)	-0.4064 / -0.4055	Eh
<S²>	0.758
charge	+1

Atom charges from the Löwdin analysis, given in e for atoms 1 to 8: atom 1 (Ir): 1.5380, atom 2 (C): -0.0525, atom 3 (C): -0.3536, atom 4 (C): -0.0543, atom 5 (C): -0.1224, atom 6 (C): -0.0309, atom 7 (C): -0.0455, atom 8 (C): -0.0224